# C10H11N3O4S

A molecular structure, C10H11N3O4S at a distorted geometry (ωB97M-V/def2-TZVPD, the OMol25 dataset).

## Properties
E_tot = -34035.013 eV
2S+1 = 1
E_LUMO = -0.23 eV
Maximum force = 0.3519 hartree/bohr
Orbital gap = 6.838 eV
Energy relative to the best compared isomer or geometry (same formula, charge and spin) = 10.3048 eV
Total charge = 0

XYZ file:
```
29
Properties=species:S:1:pos:R:3:forces:R:3
C -0.1405 3.6682 0.4570 -6.7167 -9.6364 -0.7341
C 0.9347 2.5911 0.0108 -2.6600 5.8764 0.7217
C 0.6113 1.3711 -0.1700 -3.2104 -6.9300 -0.0146
C 1.5723 0.3171 -0.4770 -3.0743 -6.2199 -1.8845
N 1.3681 -1.0696 -0.8224 -5.7924 10.7834 3.8505
C 2.4231 -1.8252 -0.8259 4.8482 1.3389 -1.8863
C 3.1789 -2.0479 0.5769 -3.1296 -1.0034 -9.3274
O 3.2788 -1.1190 1.1968 0.9729 5.6426 6.9863
O 3.8983 -3.0423 0.3058 4.7658 -4.7559 5.0525
H 4.4970 -3.2176 1.2135 -1.6233 0.3996 -3.3739
H 3.1275 -1.1251 -1.5918 -0.0968 -2.6463 1.9360
H 2.0307 -2.6172 -1.3291 0.5086 -3.3930 -1.3191
H 2.5333 0.6184 -0.5982 3.0553 1.0339 -0.0403
C -0.9318 0.9347 0.0641 2.0806 -5.0371 -1.0925
O -1.8853 1.5845 0.1833 -2.2735 3.9803 0.6348
N -1.2382 -0.5139 -0.0366 4.1580 2.4272 0.0696
C -2.3694 -1.1976 0.0123 -0.4609 10.8389 1.2597
N -2.6862 -2.3450 -0.1288 10.6472 -3.7861 -1.7951
C -3.8616 -2.4506 -0.0913 -17.2175 -4.5771 3.1780
C -4.7706 -1.4440 0.4031 -0.0614 -1.0448 -1.7989
S -3.8388 -0.0519 0.2743 1.3241 -0.1255 0.7800
H -5.9132 -1.3714 0.6271 2.5263 -0.6988 -0.7574
H -4.3066 -3.4588 -0.0843 0.1561 0.1563 -0.3933
H -0.4115 -1.0127 -0.2236 1.3450 -1.3264 -0.5152
O 2.0553 3.1491 -0.4120 1.0561 -2.8764 -1.4176
H 2.2469 3.9468 -0.0069 0.3596 2.5154 1.3167
H 0.3076 4.4554 0.4418 5.2427 9.4334 0.8867
H -0.9530 3.8766 -0.3983 1.6689 -1.0867 1.7743
H -0.7569 3.3970 1.4293 1.6015 0.7175 -2.0966
```
Positions in Å, forces in eV/Å.